*a*
This record from the Open Molecules 2025 dataset describes a cluster of 2 separate species, C2H3N3O3 in total. The level of theory is the ωB97M-V functional and the def2-TZVPD basis.

orbital gap = 8.5 eV

Geometry (Å):
1 C 0.2617 0.5432 0.3462
2 C 0.3513 -1.5385 0.2267
3 H -0.6720 2.8964 2.0452
4 H 0.4241 -2.6111 0.3715
5 H -0.6192 -0.3235 -3.0891
6 N -0.0898 1.6792 0.7638
7 N -0.0415 -0.6043 1.0652
8 N 0.6633 -1.1390 -1.1947
9 O -0.4724 1.8016 2.1587
10 O -0.8158 -0.9555 -1.8875
11 O 1.0102 0.2515 -0.8060

Which charges does Löwdin predict for the atoms? In e, they are: -0.457, -0.071, 0.197, 0.120, 0.303, 0.054, 0.192, 0.004, -0.106, -0.200, -0.037

*b*
This record from the Open Molecules 2025 dataset describes the molecule C2H3N3O3. The level of theory is the ωB97M-V functional and the def2-TZVPD basis.

orbital gap = 9.8 eV
SMILES = Nc1nn(O)c(=O)o1

Geometry (Å):
1 N -1.6054 -1.7675 0.7476
2 C -0.8173 -0.7665 0.3831
3 N -1.0551 -0.1030 -0.6894
4 N -0.1342 0.9031 -0.5937
5 O 0.6168 0.8836 -1.8380
6 C 0.8298 0.5723 0.4381
7 O 1.9294 0.9368 0.6920
8 O 0.3062 -0.4520 1.1162
9 H -1.3724 -2.4074 1.4478
10 H -2.1640 -2.1325 0.0457
11 H 0.2045 1.5291 -2.4334

Which charges does Löwdin predict for the atoms? In e, they are: 0.204, -0.440, 0.130, -0.083, 0.003, -0.478, 0.176, 0.190, 0.100, 0.095, 0.104

Which of them is the least stable? Correct choice: *a*.

*a*
This record from the Open Molecules 2025 dataset describes the molecule C5H6O3. The level of theory is the ωB97M-V functional and the def2-TZVPD basis.

orbital gap = 9.1 eV
SMILES = C/C(C=O)=C/C(=O)O

Geometry (Å):
1 C -1.6519 -1.0492 0.0517
2 C -0.4517 -0.1206 -0.0821
3 C -0.8090 1.3167 -0.0297
4 O -0.0294 2.2690 -0.0470
5 C 0.7751 -0.6520 -0.0821
6 C 2.1753 -0.0152 0.0045
7 O 3.1453 -0.7519 -0.0448
8 O 2.3418 1.2951 0.0876
9 H -2.0760 -0.9182 1.0821
10 H -1.4221 -2.0975 0.0044
11 H -2.4170 -0.8153 -0.6984
12 H -1.8760 1.5202 -0.0967
13 H 0.8624 -1.7206 -0.1421
14 H 1.4332 1.7394 -0.0075

Which charges does Löwdin predict for the atoms? In e, they are: -0.056, -0.221, -0.137, 0.062, 0.092, -0.500, 0.084, 0.111, 0.106, 0.071, 0.084, 0.129, 0.118, 0.057

*b*
This record from the Open Molecules 2025 dataset describes the molecule C5H6O3. The level of theory is the ωB97M-V functional and the def2-TZVPD basis.

orbital gap = 10.2 eV
SMILES = O=C1C[C@H]2O[C@H]2[C@H]1O

Geometry (Å):
1 O 1.8369 -1.4744 0.0861
2 C 0.8485 -0.8062 -0.0250
3 C -0.5273 -1.2894 0.2399
4 C -1.4438 -0.0886 0.0752
5 O -1.2169 0.9485 0.9995
6 C -0.7583 1.1287 -0.2041
7 C 0.9365 0.6389 -0.5137
8 O 1.8525 1.5058 0.0707
9 H -0.7177 -2.1447 -0.3187
10 H -0.6807 -1.6274 1.2392
11 H -2.4768 -0.4236 -0.2487
12 H -1.1032 1.8916 -0.7148
13 H 1.1801 0.6298 -1.5445
14 H 2.2702 1.1110 0.8591

Which charges does Löwdin predict for the atoms? In e, they are: 0.125, -0.347, -0.039, -0.224, 0.084, -0.196, -0.162, -0.002, 0.113, 0.132, 0.169, 0.095, 0.136, 0.115

Which of them is the least stable? Correct choice: *b*.

*a*
This record from the Open Molecules 2025 dataset describes a cluster of 2 separate species, C5H6O3 in total. The level of theory is the ωB97M-V functional and the def2-TZVPD basis.

orbital gap = 9.3 eV
SMILES = C=C=C(C)O.O=C=O

Geometry (Å):
1 C 1.7633 -0.4603 -1.3836
2 C 1.0914 0.2728 -0.5765
3 C 0.0559 0.6456 0.1780
4 C 0.0186 0.3171 1.6524
5 O -0.6939 1.7421 -0.2130
6 H 1.0385 -1.2716 -1.7705
7 H 2.7935 -0.3242 -1.6726
8 H 0.6620 -0.5319 1.8748
9 H 0.3552 1.1745 2.2368
10 H -1.0041 0.0764 1.9459
11 H -1.4628 1.8039 0.3671
12 O -0.7996 -1.7649 -1.5107
13 C -1.4323 -1.0664 -0.8090
14 O -2.3857 -0.6129 -0.3191

Which charges does Löwdin predict for the atoms? In e, they are: 0.033, -0.043, -0.436, -0.026, 0.026, 0.085, 0.061, 0.092, 0.089, 0.079, 0.102, 0.158, -0.417, 0.197

*b*
This record from the Open Molecules 2025 dataset describes a structure of composition C5H6O3. The level of theory is the ωB97M-V functional and the def2-TZVPD basis.

orbital gap = 8.6 eV

Geometry (Å):
1 C -0.4879 0.0867 -1.3251
2 C 0.5298 -0.9288 -0.8644
3 C -0.8695 -0.1325 0.0974
4 C -0.6124 1.3112 1.0303
5 C 1.1874 -0.2755 0.8974
6 O -1.5730 -0.9225 0.7146
7 O -0.4738 2.3831 0.5382
8 O 2.3168 0.0764 0.8553
9 H -1.1168 1.1113 1.9965
10 H 0.6974 -0.7795 1.7531
11 H -0.0628 1.0639 -1.5385
12 H -1.2701 -0.2362 -2.0065
13 H 0.2209 -1.9697 -0.8543
14 H 1.5140 -0.7882 -1.2941

Which charges does Löwdin predict for the atoms? In e, they are: -0.086, -0.040, -0.503, -0.176, -0.164, 0.048, 0.097, 0.096, 0.129, 0.132, 0.124, 0.128, 0.116, 0.099

Which of them is the least stable? Correct choice: *b*.

*a*
This record from the Open Molecules 2025 dataset describes the molecule C4H7N3O. The level of theory is the ωB97M-V functional and the def2-TZVPD basis.

orbital gap = 10.1 eV
SMILES = [H]/N=C(N)\C=C\C(N)=O

Geometry (Å):
1 H 2.0397 -2.1627 0.0109
2 N 2.5285 -1.3037 -0.2266
3 C 1.8430 -0.2404 -0.1198
4 N 2.3876 0.9571 -0.4249
5 C 0.2934 -0.1875 0.3987
6 C -0.5547 0.4609 -0.3604
7 C -2.1146 0.5610 0.1567
8 N -2.6926 -0.6139 0.5130
9 O -2.6990 1.6241 0.2434
10 H 1.8303 1.7865 -0.4731
11 H 3.3234 0.9681 -0.7889
12 H 0.1075 -0.8072 1.2638
13 H -0.3636 1.0814 -1.2053
14 H -3.6714 -0.6234 0.7301
15 H -2.2574 -1.5005 0.2824

Which charges does Löwdin predict for the atoms? In e, they are: 0.034, 0.087, -0.493, 0.114, -0.017, -0.005, -0.501, 0.147, 0.038, 0.087, 0.100, 0.103, 0.097, 0.105, 0.104

*b*
This record from the Open Molecules 2025 dataset describes the molecule C4H7N3O. The level of theory is the ωB97M-V functional and the def2-TZVPD basis.

orbital gap = 9.7 eV
SMILES = CONc1cc[nH]n1

Geometry (Å):
1 C -2.5568 -0.6367 0.0647
2 O -1.8219 0.3890 -0.5855
3 N -0.9048 0.9789 0.3462
4 C 0.3304 0.4229 0.1500
5 C 1.5812 1.1422 -0.0188
6 C 2.4993 0.1349 -0.1407
7 N 1.8026 -1.1105 -0.0312
8 N 0.4717 -0.8824 0.1355
9 H -1.8565 -1.4592 0.1220
10 H -3.5254 -0.9445 -0.3859
11 H -2.8481 -0.3646 1.0597
12 H -0.9028 1.9301 -0.0836
13 H 1.8330 2.2060 -0.0766
14 H 3.6068 0.1854 -0.2111
15 H 2.2914 -1.9915 -0.3447

Which charges does Löwdin predict for the atoms? In e, they are: -0.119, -0.190, 0.025, -0.385, -0.024, -0.102, -0.040, 0.086, 0.054, 0.093, 0.069, 0.150, 0.102, 0.115, 0.167

Which of them is the least stable? Correct choice: *b*.

*a*
This record from the Open Molecules 2025 dataset describes the molecule C4H7N3O. The level of theory is the ωB97M-V functional and the def2-TZVPD basis.

orbital gap = 7.1 eV
SMILES = [H]/N=C/C(N)=C(\N)C=O

Geometry (Å):
1 H 3.2974 -0.0107 0.1501
2 N 2.3190 0.2299 0.0160
3 C 1.5148 -0.7580 0.0424
4 C 0.0829 -0.6205 -0.0708
5 N -0.6447 -1.7777 -0.1327
6 C -0.5466 0.6213 -0.1199
7 N 0.1768 1.7800 -0.2662
8 C -1.9804 0.7349 -0.0181
9 O -2.7872 -0.1819 0.0479
10 H 1.8480 -1.7968 0.1816
11 H -0.2239 -2.6225 0.2107
12 H -1.6472 -1.6628 -0.0258
13 H -0.2484 2.6275 0.0725
14 H 1.1760 1.6555 -0.1231
15 H -2.3365 1.7817 0.0354

Which charges does Löwdin predict for the atoms? In e, they are: 0.065, 0.083, -0.164, -0.260, 0.114, -0.257, 0.090, -0.208, 0.013, 0.118, 0.089, 0.068, 0.086, 0.038, 0.123

*b*
This record from the Open Molecules 2025 dataset describes the molecule C4H7N3O. The level of theory is the ωB97M-V functional and the def2-TZVPD basis.

orbital gap = 9.0 eV
SMILES = Cn1[nH]c(=O)cc1N

Geometry (Å):
1 C 1.0817 1.4578 0.2721
2 N 0.2505 0.5642 -0.5821
3 N -1.1069 0.9641 -0.6038
4 C -1.9728 0.0260 -0.1763
5 O -3.1544 0.1733 0.0492
6 C -1.0632 -1.1552 0.0260
7 C 0.2418 -0.8254 -0.1985
8 N 1.2989 -1.7066 0.0328
9 H 1.0249 2.4885 -0.1252
10 H 0.7894 1.3267 1.3261
11 H 2.0703 0.9996 0.1506
12 H -1.2327 1.9075 -0.8369
13 H -1.4348 -2.0870 0.0911
14 H 0.8856 -2.5625 0.3290
15 H 2.3218 -1.5710 0.2460

Which charges does Löwdin predict for the atoms? In e, they are: -0.035, -0.119, 0.094, -0.500, 0.035, 0.049, -0.310, 0.114, 0.091, 0.095, 0.076, 0.138, 0.065, 0.080, 0.127

Which of them is the least stable? Correct choice: *b*.

*a*
This record from the Open Molecules 2025 dataset describes the molecule C4H7N3O. The level of theory is the ωB97M-V functional and the def2-TZVPD basis.

orbital gap = 9.3 eV
SMILES = N[C@H]1[C@@H]2N=CN(O)[C@H]12

Geometry (Å):
1 N 1.4133 1.5202 -0.8210
2 C 0.4164 0.5505 -0.5539
3 C 0.6583 -1.0137 -0.5606
4 N -0.7341 -1.3497 -1.0654
5 C -1.4311 -0.9622 -0.1267
6 N -0.7466 -0.8594 1.2043
7 O -1.3179 -0.1419 2.2530
8 C 0.5505 -0.2420 0.7900
9 H 1.1782 2.4473 -0.4491
10 H 1.4128 1.9268 -1.7885
11 H -0.6434 0.9463 -0.7597
12 H 1.5189 -1.5128 -1.0077
13 H -2.3001 -1.4201 -0.0836
14 H -1.5183 0.5495 1.6658
15 H 1.5430 -0.4386 1.3030

Which charges does Löwdin predict for the atoms? In e, they are: 0.006, -0.303, -0.124, 0.104, -0.213, -0.121, 0.007, -0.118, 0.077, 0.094, 0.152, 0.135, 0.083, 0.053, 0.167

*b*
This record from the Open Molecules 2025 dataset describes the molecule C4H7N3O. The level of theory is the ωB97M-V functional and the def2-TZVPD basis.

orbital gap = 9.4 eV

Geometry (Å):
1 C -0.4964 0.3525 -1.1672
2 C 1.3905 -1.3097 0.6853
3 N -0.0402 -1.0659 0.8020
4 C -0.5785 0.1838 0.3592
5 N -1.6041 0.8115 -1.6116
6 C 0.5501 1.4467 0.5999
7 O -1.7681 0.4916 0.7687
8 N 1.2405 2.3350 0.8580
9 H -0.3897 -1.2199 1.7397
10 H 0.3755 0.1193 -1.7666
11 H -1.7237 1.1342 -2.5620
12 H -2.2575 0.9080 -0.6368
13 H 1.6019 -2.3003 1.0868
14 H 2.0096 -0.5710 1.2092
15 H 1.6900 -1.3158 -0.3648

Which charges does Löwdin predict for the atoms? In e, they are: -0.023, -0.114, -0.031, -0.684, 0.176, -0.135, -0.104, 0.111, 0.125, 0.140, 0.131, 0.179, 0.083, 0.075, 0.073

*c*
This record from the Open Molecules 2025 dataset describes the molecule C4H7N3O. The level of theory is the ωB97M-V functional and the def2-TZVPD basis.

orbital gap = 10.0 eV
SMILES = C=NN1C[C@@H]1/C=N/O

Geometry (Å):
1 C -2.8590 -0.7388 0.0002
2 N -1.5701 -0.9943 -0.2458
3 N -0.7124 -0.0263 -0.6941
4 C -0.7135 1.0944 0.1321
5 C 0.3949 0.1115 0.3229
6 C 1.7386 0.0466 -0.3381
7 N 2.6598 -0.3361 0.4189
8 O 3.8456 -0.5568 -0.3517
9 H -3.6393 0.2733 -0.0183
10 H -3.2825 -1.7507 0.2984
11 H -0.4131 1.9623 -0.5484
12 H -1.6955 1.4140 0.6983
13 H 0.2024 -0.7366 1.1109
14 H 1.5497 0.7957 -1.1985
15 H 4.4946 -0.5579 0.4133

Which charges does Löwdin predict for the atoms? In e, they are: -0.060, -0.075, -0.145, -0.166, -0.221, -0.137, 0.002, -0.089, 0.134, 0.063, 0.119, 0.133, 0.167, 0.165, 0.112

Which of them is the least stable? Correct choice: *c*.

*a*
This record from the Open Molecules 2025 dataset describes a structure of composition C4H7N3O. The level of theory is the ωB97M-V functional and the def2-TZVPD basis.

orbital gap = 8.7 eV

Geometry (Å):
1 C -1.6316 -1.2424 1.3655
2 C -0.4497 -0.9631 0.3537
3 C 0.4519 0.9825 -0.5464
4 C -0.0232 1.9448 -1.4269
5 H -1.4140 -0.5852 2.2330
6 H -1.3901 -2.1086 1.8690
7 H -2.7742 -1.3836 1.1541
8 H 1.2397 -2.0034 -0.5195
9 H 2.5122 1.5457 -0.7315
10 H 2.3358 -0.0118 0.0762
11 H -1.1177 2.0947 -1.6050
12 N 0.2365 -2.0639 0.1181
13 N -0.5151 0.1733 -0.3066
14 N 1.6976 1.0150 0.0987
15 O 0.8421 2.6060 -2.1324

Which charges does Löwdin predict for the atoms? In e, they are: -0.045, -0.504, -0.448, -0.147, 0.073, 0.013, 0.113, 0.118, 0.217, 0.171, 0.145, 0.085, 0.147, 0.068, -0.005

*b*
This record from the Open Molecules 2025 dataset describes a structure of composition C4H7N3O. The level of theory is the ωB97M-V functional and the def2-TZVPD basis.

orbital gap = 9.0 eV

Geometry (Å):
1 C -1.6045 -1.3101 -0.0681
2 C -0.1806 -0.7259 0.4011
3 C 0.8817 -1.6900 0.4143
4 C -0.8880 1.4452 -0.6396
5 H -1.1211 -2.5991 0.2632
6 H -1.6222 -0.9268 -1.1952
7 H -2.6374 -1.0383 0.3955
8 H -0.2664 -0.5032 1.4450
9 H 1.4032 2.0155 -0.5623
10 H -2.0898 0.8771 -0.5626
11 H -0.8562 3.5396 -1.1825
12 N 1.4743 -2.7573 0.7334
13 N -0.0101 0.5966 -0.1402
14 N -0.0746 2.6106 -1.1359
15 O 1.0264 1.1463 0.5688

Which charges does Löwdin predict for the atoms? In e, they are: -0.060, -0.400, -0.139, -0.167, 0.191, 0.089, 0.085, 0.143, 0.320, 0.190, 0.124, 0.146, -0.300, -0.067, -0.155

Which of them is the least stable? Correct choice: *b*.

*a*
This record from the Open Molecules 2025 dataset describes a structure of composition C4H7N3O. The level of theory is the ωB97M-V functional and the def2-TZVPD basis.

orbital gap = 9.5 eV

Geometry (Å):
1 C -1.6522 -1.6278 0.5061
2 C -0.7363 -0.7247 -0.0105
3 C 0.6791 -0.4805 0.5307
4 C 1.2705 1.7860 -0.0759
5 H -0.5579 -2.3750 0.8376
6 H -2.2330 -1.9745 -0.5753
7 H -2.4796 -1.2863 1.4378
8 H 2.1238 -1.2270 1.0175
9 H 1.7684 2.7329 0.1616
10 H -0.1743 1.2305 -1.4762
11 H 0.0159 3.0580 -1.3732
12 N 1.2580 -1.6477 0.7110
13 N 1.3190 0.6858 0.6670
14 N 0.4978 2.0643 -1.2111
15 O -1.0992 -0.2141 -1.1470

Which charges does Löwdin predict for the atoms? In e, they are: -0.068, -0.449, -0.409, -0.197, 0.174, 0.163, 0.169, 0.052, 0.111, 0.082, 0.155, 0.137, 0.081, 0.047, -0.049

*b*
This record from the Open Molecules 2025 dataset describes the molecule C4H7N3O. The level of theory is the ωB97M-V functional and the def2-TZVPD basis.

orbital gap = 8.7 eV
SMILES = CC1=NNCC=NO1

Geometry (Å):
1 C -2.4460 -0.3032 0.1015
2 C -0.9782 -0.3111 -0.2426
3 N -0.5666 0.9300 -0.3514
4 N 0.7481 1.1737 -0.6019
5 C 1.6204 0.6013 0.3363
6 C 2.0014 -0.8934 -0.0615
7 N 1.1696 -1.8273 -0.3633
8 O -0.2488 -1.4096 -0.2553
9 H -2.9981 -1.1709 -0.4458
10 H -2.8202 0.7103 -0.1959
11 H -2.8423 -0.7987 1.0740
12 H 0.8677 2.1487 -0.7312
13 H 2.5034 1.4417 0.5181
14 H 1.0174 0.8399 1.2631
15 H 2.9720 -1.1312 -0.0441

Which charges does Löwdin predict for the atoms? In e, they are: -0.049, -0.433, 0.021, -0.138, -0.182, -0.059, 0.147, -0.043, 0.095, 0.088, 0.101, 0.099, 0.165, 0.128, 0.061

Which of them is the least stable? Correct choice: *b*.